(1)
{"formula": "C31H54ClIN10O3P", "method": "wB97M-V/def2-TZVPD", "homo_ev": -3.9859, "lumo_ev": 1.480, "total_energy_ha": -3085.5605, "charge": -1, "symbols": ["C", "C", "C", "I", "P", "O", "Cl", "C", "C", "C", "C", "C", "C", "O", "C", "C", "O", "H", "H", "H", "H", "H", "H", "H", "H", "H", "H", "H", "H", "H", "H", "H", "H", "H", "H", "H", "H", "H", "H", "H", "H", "C", "C", "N", "H", "H", "H", "C", "C", "N", "H", "H", "H", "C", "C", "N", "H", "H", "H", "C", "C", "N", "H", "H", "H", "C", "C", "N", "H", "H", "H", "C", "C", "N", "H", "H", "H", "C", "C", "N", "H", "H", "H", "C", "C", "N", "H", "H", "H", "C", "C", "N", "H", "H", "H", "C", "C", "N", "H", "H", "H"], "coordinates": [[0.48705, 3.32577, 1.57861], [-0.47625, 3.52396, 0.26334], [0.16122, 3.14080, -1.18125], [1.77018, 4.57444, -1.79702], [0.55307, 1.33483, -1.57534], [0.84746, -0.33622, -2.01900], [-0.70706, 0.54297, -0.00138], [2.12655, 1.24021, -0.50062], [2.08877, 0.10913, 0.69586], [3.67775, -0.15627, 1.14739], [3.68017, -0.75650, 2.70838], [5.18730, -0.64484, 3.40483], [5.14281, -0.04066, 4.94599], [4.85639, -1.04744, 5.97979], [3.41635, -1.16845, 6.25473], [2.39925, 0.04509, 6.68081], [2.88864, -2.41972, 6.19259], [0.06819, 4.08046, 2.40374], [1.60495, 3.62783, 1.41343], [0.32120, 2.25418, 2.01984], [-0.61996, 4.71399, 0.21019], [-1.59981, 3.15352, 0.43409], [-0.69730, 3.45224, -1.95821], [-0.62295, 1.27377, -2.41862], [1.32733, 1.76822, -2.73882], [-0.05960, -0.72582, -2.26963], [3.00731, 0.90055, -1.23209], [2.48230, 2.23323, -0.01123], [1.68492, -0.93905, 0.37197], [1.56694, 0.49657, 1.69726], [4.16811, 0.90471, 1.21664], [4.23609, -0.89002, 0.40204], [3.26495, -1.86815, 2.75860], [2.97709, -0.06579, 3.37468], [5.64253, -1.74061, 3.39919], [5.92041, 0.03951, 2.79381], [4.46416, 0.93687, 5.02864], [6.25062, 0.34988, 5.15858], [1.99955, -0.15019, 7.76688], [2.92540, 1.11024, 6.69775], [1.51473, 0.09544, 5.89985], [-5.51864, 3.36875, -0.09852], [-4.32100, 3.70057, -0.97371], [-3.32747, 3.97576, -1.69978], [-5.20260, 2.75306, 0.74800], [-5.97028, 4.28989, 0.28001], [-6.26430, 2.81935, -0.67968], [-2.81516, 0.53248, -4.65770], [-2.76003, -0.80102, -3.93029], [-2.71423, -1.90724, -3.32681], [-1.98237, 0.60753, -5.36225], [-3.75616, 0.61819, -5.20809], [-2.74771, 1.35286, -3.93796], [-0.12694, -4.24172, 0.43250], [0.36462, -3.15269, 1.37207], [0.77234, -2.24926, 2.15154], [-0.73338, -3.80140, -0.36369], [0.72530, -4.76088, -0.01461], [-0.73426, -4.96424, 0.98452], [0.86029, -8.12939, 2.36781], [0.42914, -8.01855, 0.91446], [0.07152, -7.92654, -0.29121], [0.53226, -7.24599, 2.92240], [0.41634, -9.01985, 2.82141], [1.94945, -8.20407, 2.42894], [-6.75211, 3.81774, -4.46986], [-7.51102, 3.17815, -3.31861], [-8.14066, 2.64761, -2.36358], [-6.52099, 4.85942, -4.23100], [-5.81813, 3.27718, -4.64659], [-7.35873, 3.78703, -5.37907], [-1.68229, -1.32803, -8.55890], [-1.19072, -0.23901, -7.61933], [-0.78300, 0.66442, -6.83986], [-2.28872, -0.88771, -9.35509], [-0.83004, -1.84719, -9.00601], [-2.28960, -2.05056, -8.00688], [3.57750, -6.73852, -2.45000], [3.41118, -5.74687, -1.31011], [3.27315, -4.92426, -0.36445], [2.71727, -6.68117, -3.12252], [4.48614, -6.50954, -3.01364], [3.65164, -7.75446, -2.05253], [5.61746, 4.10811, 3.25356], [4.65827, 3.43454, 2.28575], [3.86252, 2.87572, 1.48293], [6.43733, 3.42789, 3.49990], [6.02996, 5.01356, 2.79995], [5.09080, 4.37862, 4.17282], [-8.95936, 5.83316, -8.10638], [-7.78594, 5.83306, -7.14022], [-6.81249, 5.83305, -6.33872], [-8.59898, 5.96263, -9.13055], [-9.50003, 4.88527, -8.03620], [-9.64252, 6.65154, -7.86315], [0.69460, -3.38272, 8.45704], [-0.06432, -4.02231, 9.60829], [-0.69396, -4.55285, 10.56332], [0.92571, -2.34105, 8.69589], [1.62858, -3.92329, 8.28031], [0.08797, -3.41343, 7.54783]], "forces_ev_per_a": [[-1.333, 0.413, 0.675], [0.260, 2.686, 0.377], [-3.448, 1.364, 0.201], [-0.581, -0.493, 0.522], [2.445, -0.538, -2.254], [-1.943, -0.905, -0.822], [-1.504, -0.279, 1.319], [1.567, -1.206, 1.142], [1.953, -0.085, 0.363], [-0.937, 0.073, 1.183], [0.486, 0.463, -0.048], [-0.649, -0.722, 0.239], [1.868, 1.374, -1.297], [-4.063, 1.106, -0.256], [-1.953, -6.337, -0.588], [0.780, 0.702, -0.338], [3.476, 7.939, 0.736], [0.845, -1.520, -1.622], [-2.264, -0.863, 0.101], [0.766, 1.972, -0.975], [0.260, -2.382, 0.022], [2.850, 0.286, -0.541], [1.976, -0.629, 1.646], [-0.234, 0.210, 0.234], [-0.230, 0.077, 0.436], [2.136, 0.889, 0.660], [-1.879, 0.699, 1.422], [-0.994, -1.894, -1.216], [0.461, 2.519, 0.517], [0.891, -0.904, -2.452], [-0.597, -2.499, -0.400], [-1.102, 1.586, 1.570], [0.930, 2.495, -0.067], [1.215, -1.430, -1.525], [-0.688, 2.385, 0.337], [-1.559, -1.159, 1.090], [1.110, -2.326, -0.228], [-2.345, -0.983, -0.124], [0.797, 0.109, -2.264], [-0.996, -2.392, -0.097], [1.900, -0.345, 1.672], [1.021, 0.197, -0.668], [6.512, 1.792, -4.780], [-8.040, -2.148, 5.679], [0.109, 0.106, -0.185], [0.153, -0.091, -0.133], [0.186, 0.124, 0.015], [-0.032, -1.047, 0.859], [0.298, -7.125, 3.981], [-0.387, 8.691, -4.872], [-0.322, -0.074, 0.544], [0.048, -0.167, 0.097], [0.057, -0.224, 0.078], [0.430, 0.968, 0.714], [2.665, 5.913, 5.176], [-3.415, -7.503, -5.990], [0.112, 0.081, 0.170], [-0.056, 0.191, 0.149], [0.087, 0.174, -0.003], [-0.359, 0.103, -1.185], [-2.339, 0.610, -7.967], [2.890, -0.769, 9.637], [0.036, -0.084, -0.201], [0.014, 0.131, -0.189], [-0.187, 0.061, -0.133], [-0.663, -0.760, 1.206], [-4.068, -3.559, 6.272], [4.952, 4.235, -7.589], [-0.108, -0.344, 0.043], [-0.144, 0.037, 0.161], [0.087, -0.089, 0.421], [0.406, 0.890, 0.808], [2.806, 5.946, 4.994], [-2.975, -7.257, -6.770], [0.126, 0.037, 0.184], [-0.077, 0.159, 0.152], [0.129, 0.177, 0.027], [-0.138, 0.837, 0.921], [-0.928, 5.411, 6.243], [1.126, -6.656, -7.532], [0.092, 0.074, 0.207], [-0.140, 0.067, 0.170], [-0.052, 0.221, 0.041], [-0.806, -0.592, -0.831], [-5.184, -3.560, -5.205], [6.684, 5.071, 6.829], [-0.165, 0.031, -0.097], [-0.136, -0.175, -0.011], [-0.007, -0.080, -0.197], [0.961, -0.017, 0.799], [6.455, 0.118, 5.225], [-7.847, 0.400, -6.880], [0.054, -0.018, 0.226], [0.160, 0.129, 0.068], [0.196, -0.115, 0.054], [-0.616, -0.579, 0.941], [-4.177, -3.486, 6.319], [5.025, 4.225, -7.604], [-0.077, -0.227, 0.021], [-0.193, 0.101, 0.048], [0.087, -0.021, 0.195]], "lowdin_charge": [-0.18, -0.41, -0.85, 0.57, 0.17, -0.48, 0.24, -0.37, -0.31, -0.21, -0.21, -0.17, -0.21, -0.10, -0.28, -0.03, -0.06, 0.07, 0.03, 0.04, 0.08, 0.08, 0.03, -0.04, -0.02, 0.01, 0.10, -0.01, 0.06, 0.07, 0.04, 0.12, 0.10, 0.10, 0.12, 0.10, 0.12, 0.13, 0.08, 0.09, 0.11, -0.08, -0.19, 0.11, 0.08, 0.07, 0.03, -0.10, -0.21, 0.07, -0.01, 0.07, 0.06, -0.08, -0.17, 0.12, 0.08, 0.03, 0.06, -0.08, -0.21, 0.09, 0.08, 0.07, 0.08, -0.11, -0.19, 0.08, 0.06, 0.08, 0.04, -0.07, -0.17, 0.12, 0.07, 0.07, 0.08, -0.08, -0.20, 0.11, 0.08, 0.07, 0.07, -0.08, -0.13, 0.15, 0.07, 0.07, 0.07, -0.07, -0.17, 0.11, 0.08, 0.08, 0.08, -0.09, -0.22, 0.06, 0.06, 0.07, 0.08]}



(2)
{"formula": "C14H29O6", "method": "wB97M-V/def2-TZVPD", "homo_ev": -0.0713, "lumo_ev": 2.312, "total_energy_ha": -1002.1915, "charge": -1, "symbols": ["C", "C", "H", "H", "H", "H", "H", "O", "C", "O", "C", "C", "C", "H", "H", "H", "H", "H", "H", "H", "H", "O", "C", "O", "C", "C", "C", "H", "H", "H", "H", "H", "H", "H", "H", "O", "C", "O", "C", "C", "C", "H", "H", "H", "H", "H", "H", "H", "H"], "coordinates": [[-2.31880, -4.02613, 1.72303], [-1.28341, -3.09485, 2.40906], [-2.02938, -5.07500, 1.81071], [-2.42766, -3.74639, 0.67615], [-1.79079, -2.39362, 3.07605], [-0.58335, -3.68173, 3.00995], [-0.70170, -2.50927, 1.68498], [-1.02843, -3.92035, -1.91280], [0.02013, -3.37237, -1.74120], [0.14941, -2.08222, -2.13050], [1.30980, -1.28993, -1.87132], [2.32913, -1.41354, -2.98744], [1.20800, -4.09573, -1.15689], [1.74182, -1.50489, -0.89737], [0.94058, -0.26494, -1.82674], [2.70956, -2.43286, -3.06826], [3.17181, -0.74388, -2.80653], [1.87747, -1.15787, -3.94802], [1.74025, -4.60821, -1.95932], [0.82573, -4.83156, -0.45289], [1.89820, -3.45085, -0.61657], [1.82740, -1.03182, 1.20733], [1.79705, 0.14217, 1.44512], [2.26323, 1.00280, 0.51335], [2.02975, 2.41214, 0.59839], [3.09617, 3.13305, 1.39775], [1.29390, 0.66649, 2.76673], [1.02440, 2.59189, 0.97775], [2.05090, 2.75857, -0.43583], [3.11213, 2.79800, 2.43509], [2.91405, 4.20851, 1.38693], [4.08473, 2.94104, 0.97725], [2.11790, 0.66513, 3.48026], [0.52235, -0.01349, 3.12091], [0.86103, 1.66306, 2.71300], [-0.87189, 3.30156, 1.32721], [-1.76293, 3.05894, 0.55374], [-1.80250, 1.83453, 0.01724], [-2.89597, 1.32962, -0.75804], [-2.76843, 1.70279, -2.21965], [-2.76416, 4.10492, 0.12942], [-3.84829, 1.64344, -0.32914], [-2.84134, 0.24912, -0.64372], [-2.80481, 2.78361, -2.36607], [-3.57437, 1.24985, -2.79677], [-1.81594, 1.34979, -2.61430], [-2.34696, 4.67031, -0.70295], [-2.92529, 4.77997, 0.96584], [-3.73045, 3.70019, -0.16092]], "forces_ev_per_a": [[0.088, 0.435, 0.407], [-0.771, -0.598, -0.384], [0.073, -0.133, -0.182], [-0.019, -0.209, -0.210], [0.223, 0.297, 0.227], [0.195, 0.086, 0.184], [0.228, 0.194, 0.027], [-0.083, 0.035, -0.329], [0.054, -0.248, 0.192], [-0.142, 0.241, -0.109], [0.160, 0.018, -0.075], [-0.067, -0.103, -0.108], [0.085, 0.137, 0.354], [-0.093, -0.031, -0.077], [-0.039, -0.002, 0.039], [0.038, -0.011, 0.069], [-0.007, 0.001, 0.024], [0.005, 0.040, 0.014], [0.009, 0.015, -0.023], [-0.107, -0.030, -0.087], [0.020, 0.007, -0.091], [0.332, -0.116, 0.001], [-0.250, -0.020, 0.267], [0.210, -0.056, -0.204], [-0.165, 0.137, 0.049], [0.106, -0.177, 0.056], [-0.327, 0.166, -0.056], [0.233, 0.071, -0.038], [0.010, -0.063, -0.025], [-0.064, 0.034, 0.026], [-0.027, -0.004, -0.012], [-0.009, 0.031, -0.037], [0.035, 0.005, -0.001], [0.097, -0.137, -0.016], [0.099, 0.015, 0.010], [-0.114, 0.352, 0.178], [0.022, -0.276, -0.195], [0.095, 0.023, 0.169], [-0.190, -0.175, -0.237], [0.112, 0.167, 0.018], [-0.283, -0.072, 0.230], [0.024, 0.076, 0.017], [0.075, -0.005, 0.081], [-0.073, 0.022, 0.004], [0.007, -0.037, 0.020], [-0.022, -0.090, 0.002], [0.007, -0.018, -0.032], [0.145, 0.053, -0.007], [0.067, -0.046, -0.130]], "lowdin_charge": [-0.35, -0.36, -0.13, -0.11, 0.00, 0.02, 0.00, 0.10, -0.53, -0.01, -0.25, -0.07, 0.02, 0.07, 0.12, 0.07, 0.07, 0.07, 0.08, 0.09, 0.07, 0.10, -0.51, -0.01, -0.24, -0.06, 0.03, 0.07, 0.12, 0.07, 0.08, 0.08, 0.09, 0.10, 0.07, 0.08, -0.52, 0.01, -0.22, -0.06, 0.02, 0.11, 0.13, 0.06, 0.08, 0.08, 0.09, 0.09, 0.07]}



(3)
{"formula": "C7H32O11", "method": "wB97M-V/def2-TZVPD", "de_lowest_kcal_mol": 152.0, "homo_ev": -8.8003, "lumo_ev": -0.377, "total_energy_ha": -1113.3400, "smiles": "C=C/C=C(/C)C=C.O.O.O.O.O.O.O.O.O.O.O", "symbols": ["C", "C", "C", "C", "C", "C", "C", "H", "H", "H", "H", "H", "H", "H", "H", "H", "H", "H", "H", "O", "H", "H", "O", "H", "H", "O", "H", "H", "O", "H", "H", "O", "H", "H", "O", "H", "H", "O", "H", "H", "O", "H", "H", "O", "H", "H", "O", "H", "H", "O"], "coordinates": [[1.68890, 0.74842, 1.14953], [0.55230, 0.24458, 1.38145], [0.95964, 2.92393, 0.02279], [1.83859, 1.90960, 0.31271], [3.18854, 1.76825, -0.39855], [-1.31291, 3.71878, -0.22965], [-0.42672, 3.10650, 0.52568], [2.52158, 0.16403, 1.60293], [-0.54946, 0.45019, 0.98332], [0.53462, -0.66866, 2.11061], [1.20297, 3.66578, -0.75976], [3.50873, 0.72791, -0.42027], [3.43744, 2.41722, -1.31620], [4.04136, 2.05924, 0.16850], [-1.27838, 4.04722, -1.35334], [-2.24155, 4.16320, 0.08656], [-0.61752, 2.53678, 1.51050], [3.38448, -2.56223, -0.04565], [3.04220, -2.86660, 1.39033], [3.82133, -2.63461, 0.84159], [-4.50580, -0.43651, -1.55999], [-4.02461, 0.54159, -0.65952], [-4.47219, 0.48571, -1.47322], [-2.88249, -1.28774, 0.78063], [-3.85809, -0.27087, 1.53902], [-3.62661, -0.71383, 0.67672], [0.44701, -3.09916, -0.46179], [-0.38850, -3.80934, -1.43549], [-0.43562, -3.10534, -0.75738], [-0.13997, 2.37168, -2.59361], [1.34547, 2.30150, -2.29212], [0.83219, 2.40708, -3.05466], [1.10062, -3.13731, 2.13683], [1.58260, -4.38028, 1.56599], [1.45888, -3.50691, 1.42238], [1.48853, -2.12440, 3.87673], [0.62426, -1.58581, 3.01120], [0.65565, -2.46063, 3.45426], [0.88246, -1.21280, -2.67209], [1.46685, -0.06891, -3.37151], [1.64771, -0.96745, -3.15188], [-1.58480, 0.81351, 3.86320], [-1.57140, -0.65000, 3.42273], [-1.26008, 0.24332, 3.11321], [-1.31346, 1.49840, -1.24577], [-2.46466, 1.42988, -2.32448], [-1.58368, 1.22567, -2.10162], [-1.80687, -1.98199, -1.82534], [-2.50727, -1.93835, -3.11950], [-2.40225, -2.50022, -2.32607]], "forces_ev_per_a": [[2.315, 1.021, 0.406], [-6.299, -4.219, 1.432], [0.270, -1.199, -0.085], [1.446, 1.568, -1.945], [0.634, 1.332, -0.994], [-1.646, 2.044, -2.393], [1.738, -1.947, 1.179], [-0.095, 1.137, -0.610], [3.003, -0.116, 0.703], [-0.102, 2.193, -2.254], [0.275, -0.544, 0.560], [-0.654, -0.315, -1.182], [-1.084, -1.414, 0.834], [0.436, 0.974, 1.532], [1.201, -0.690, 2.143], [-0.549, -0.802, 0.788], [-0.143, 1.686, -1.315], [0.797, -0.033, 1.086], [0.534, 0.001, -0.499], [-0.602, 0.353, -0.937], [-0.249, -2.151, -0.528], [0.892, 0.296, 1.668], [-0.776, 2.097, -1.711], [0.730, -0.483, 0.428], [0.741, -1.013, -1.255], [-1.217, 1.270, 1.292], [1.812, 0.232, 1.248], [-0.612, 0.594, 0.306], [-1.052, -0.713, -1.259], [3.049, -0.200, -2.138], [1.615, -0.274, 1.686], [-4.464, 0.170, -0.011], [-2.553, 1.950, 4.729], [0.513, -4.341, 0.676], [1.899, 1.196, -6.330], [-0.464, -1.555, 0.561], [-1.350, -0.542, -0.193], [1.378, 2.414, 1.523], [-1.238, -0.623, 0.826], [-0.089, 1.353, -0.432], [1.225, -0.619, -0.316], [0.518, -0.608, -1.120], [0.479, 1.054, -0.493], [-1.772, -0.428, 2.446], [-0.441, 0.544, 1.374], [-1.891, 0.438, 0.284], [2.145, -1.173, -1.445], [1.201, 0.590, 1.218], [-0.186, -0.585, 0.392], [-1.317, 0.082, -1.874]], "lowdin_charge": [-0.16, -0.01, -0.08, -0.26, -0.06, -0.03, -0.20, 0.14, 0.12, 0.05, 0.12, 0.07, 0.12, 0.06, 0.11, 0.05, 0.12, 0.05, -0.02, -0.11, 0.00, -0.03, -0.03, 0.03, 0.09, -0.05, -0.02, 0.07, -0.05, 0.08, -0.07, -0.09, -0.10, 0.03, 0.04, 0.11, 0.00, -0.04, -0.01, 0.00, -0.03, 0.09, 0.08, -0.11, -0.01, 0.02, -0.02, -0.03, 0.06, -0.06]}



(4)
{"formula": "C2H5NO", "method": "wB97M-V/def2-TZVPD", "de_lowest_kcal_mol": 10.2, "homo_ev": -9.9171, "lumo_ev": 0.950, "total_energy_ha": -209.2061, "smiles": "CC(N)=O", "symbols": ["C", "C", "N", "O", "H", "H", "H", "H", "H"], "coordinates": [[-0.40728, -0.60856, -0.87593], [-0.32944, 0.31155, 0.31374], [0.95208, 0.34736, 0.92660], [-1.28124, 0.88072, 0.78126], [0.57153, -0.84440, -1.27391], [-1.01369, -0.23919, -1.70416], [-0.85753, -1.53357, -0.51820], [1.53750, 1.03529, 0.46309], [0.82807, 0.65082, 1.88751]], "forces_ev_per_a": [[0.022, 0.085, -0.469], [0.077, 0.012, -0.119], [-0.211, 0.151, 0.282], [-0.193, -0.180, 0.095], [0.239, -0.079, 0.094], [-0.176, 0.192, 0.342], [-0.005, -0.091, 0.008], [0.246, -0.326, -0.162], [0.000, 0.235, -0.072]], "lowdin_charge": [-0.02, -0.57, 0.10, 0.07, 0.07, 0.08, 0.09, 0.09, 0.09]}